Record 1
{
  "formula": "C2ClF3",
  "method": "ωB97M-V with the def2-TZVPD basis set",
  "charge": 0,
  "max_force_ha_per_bohr": 0.0606,
  "homo_ev": -10.04,
  "symbols": ["C", "C", "F", "F", "F", "Cl"],
  "positions_angstrom": [[1.146, 0.782, 0.206], [-1.677, -0.573, 0.793], [1.715, 1.135, -0.903], [1.007, -0.505, 0.052], [-2.912, -0.637, 1.229], [-1.506, 0.415, -0.497]],
  "nbo_charge": [0.645, 0.263, -0.329, -0.331, -0.308, 0.061]
}



Record 2
{
  "formula": "C2ClF3N2",
  "method": "ωB97M-V with the def2-TZVPD basis set",
  "charge": 0,
  "max_force_ha_per_bohr": 0.0479,
  "homo_ev": [-9.98, -9.91],
  "symbols": ["C", "C", "N", "N", "F", "F", "F", "Cl"],
  "positions_angstrom": [[-0.013, 1.177, 0.645], [-0.281, -0.170, 0.341], [0.143, 2.291, 0.874], [-0.187, -0.576, -0.950], [2.262, -0.020, 0.733], [-0.549, 0.334, -1.901], [-0.774, -1.746, -1.291], [-0.601, -1.290, 1.549]],
  "nbo_charge": [0.180, 0.210, -0.108, 0.385, -0.682, -0.131, -0.131, 0.277]
}



Record 3
{
  "formula": "C2ClFI2O",
  "method": "ωB97M-V with the def2-TZVPD basis set",
  "charge": 0,
  "max_force_ha_per_bohr": 0.0337,
  "homo_ev": -9.28,
  "symbols": ["C", "C", "O", "F", "Cl", "I", "I"],
  "positions_angstrom": [[1.953, -0.580, -0.035], [-1.861, 1.208, 0.464], [2.510, 0.434, 0.156], [-1.743, 1.969, -0.618], [2.719, -2.159, 0.000], [-0.133, -0.732, -0.053], [-3.444, -0.139, 0.086]],
  "nbo_charge": [0.324, 0.144, -0.474, -0.366, -0.008, 0.307, 0.074]
}



Record 4
{
  "formula": "C2ClNO2S",
  "method": "ωB97M-V with the def2-TZVPD basis set",
  "spin_multiplicity": 3,
  "charge": 0,
  "max_force_ha_per_bohr": 0.0564,
  "s_squared": 2.01,
  "homo_ev": [-9.61, -12.02],
  "symbols": ["C", "C", "N", "O", "O", "S", "Cl"],
  "positions_angstrom": [[0.072, 0.579, -0.929], [-0.361, -0.720, -1.266], [0.505, 1.614, -0.765], [0.856, 0.603, 1.896], [-0.517, -1.152, -2.352], [0.012, 0.523, 3.054], [-0.567, -1.448, 0.362]],
  "nbo_charge": [0.125, 0.483, -0.180, -0.704, -0.403, 0.704, -0.025]
}



Record 5
{
  "formula": "C2ClNO3",
  "method": "ωB97M-V with the def2-TZVPD basis set",
  "charge": 0,
  "max_force_ha_per_bohr": 0.0676,
  "smiles": "O=C(Cl)N1OC1=O",
  "homo_ev": -11.80,
  "symbols": ["C", "C", "N", "O", "O", "O", "Cl"],
  "positions_angstrom": [[0.978, -0.155, 0.328], [-1.159, 0.263, -0.328], [0.038, 0.856, 0.175], [0.856, -0.978, 1.150], [-1.700, -0.044, -1.314], [-1.145, 0.319, 0.922], [2.132, -0.261, -0.933]],
  "nbo_charge": [0.561, 0.889, -0.239, -0.477, -0.482, -0.283, 0.030]
}



Record 6
{
  "formula": "C2ClNa7O10",
  "method": "ωB97M-V with the def2-TZVPD basis set",
  "charge": 2,
  "max_force_ha_per_bohr": 0.1613,
  "homo_ev": -11.47,
  "symbols": ["Na", "Na", "Na", "Na", "Na", "Na", "Na", "Cl", "O", "O", "O", "O", "C", "O", "O", "O", "C", "O", "O", "O"],
  "positions_angstrom": [[1.288, 0.356, -2.957], [0.753, 4.689, -0.819], [0.115, 3.433, 3.370], [-2.486, 2.572, 0.631], [-0.619, 2.820, -4.003], [-1.646, -0.405, -1.257], [0.466, -0.460, 1.795], [2.018, -2.839, -0.029], [3.474, -3.070, 0.007], [1.866, -1.717, -0.881], [1.414, -4.092, -0.585], [1.522, -2.728, 1.351], [-2.568, -1.368, 1.321], [-3.282, -1.541, 2.312], [-2.335, -2.228, 0.431], [-1.741, -0.398, 1.146], [0.405, 1.752, -0.437], [0.533, 0.482, -0.536], [-0.010, 2.367, 0.607], [0.833, 2.374, -1.464]],
  "nbo_charge": [0.947, 0.928, 0.980, 0.761, 0.766, 0.845, 0.961, 2.482, -0.844, -0.910, -0.810, -0.883, 0.888, -0.620, -0.596, -0.922, 0.918, -0.863, -1.001, -1.027]
}



Record 7
{
  "formula": "C2ClO4",
  "method": "ωB97M-V with the def2-TZVPD basis set",
  "charge": -1,
  "max_force_ha_per_bohr": 0.0780,
  "homo_ev": -3.29,
  "symbols": ["C", "C", "O", "O", "O", "O", "Cl"],
  "positions_angstrom": [[-1.633, 1.297, -0.846], [0.754, -1.334, 0.832], [-1.005, 2.174, -0.451], [-2.223, 0.418, -1.242], [1.306, -0.363, 1.604], [2.068, -1.438, 1.182], [0.732, -0.754, -1.080]],
  "nbo_charge": [1.036, 0.178, -0.535, -0.506, -0.346, -0.346, -0.480]
}



Record 8
{
  "formula": "C2CsF6NO4S2",
  "method": "ωB97M-V with the def2-TZVPD basis set",
  "charge": 0,
  "max_force_ha_per_bohr": 0.0743,
  "homo_ev": -9.79,
  "symbols": ["Cs", "C", "F", "F", "F", "S", "O", "O", "N", "S", "O", "O", "C", "F", "F", "F"],
  "positions_angstrom": [[2.881, 0.775, 1.139], [0.299, 2.076, -1.651], [-0.190, 2.690, -2.702], [1.635, 2.221, -1.691], [-0.145, 2.689, -0.553], [-0.144, 0.235, -1.595], [-1.507, 0.137, -2.048], [0.793, -0.342, -2.532], [0.272, -0.158, 0.004], [-0.863, -1.132, 0.508], [-2.170, -0.537, 0.649], [-0.780, -2.474, -0.048], [-0.165, -1.505, 2.314], [0.958, -2.214, 2.201], [0.170, -0.355, 2.929], [-1.045, -2.104, 3.076]],
  "lowdin_charge": [1.037, -0.683, 0.176, 0.071, 0.121, 0.624, -0.262, -0.294, -0.450, 0.563, -0.285, -0.298, -0.664, 0.108, 0.062, 0.174]
}



Record 9
{
  "formula": "C2EuF3NO6S2",
  "method": "ωB97M-V with the def2-TZVPD basis set",
  "spin_multiplicity": 8,
  "charge": 0,
  "max_force_ha_per_bohr": 0.0809,
  "s_squared": 15.76,
  "homo_ev": [-9.26, -9.29],
  "symbols": ["N", "S", "O", "S", "O", "O", "C", "F", "F", "F", "O", "C", "O", "O", "Eu"],
  "positions_angstrom": [[-0.299, -0.645, 1.079], [-0.900, 0.915, 1.157], [0.253, 1.916, 0.929], [0.840, -1.061, 0.089], [1.167, -0.065, -0.980], [0.699, -2.441, -0.375], [2.413, -1.108, 1.089], [2.692, 0.086, 1.582], [2.277, -1.968, 2.088], [3.414, -1.499, 0.314], [-4.622, 0.705, -1.121], [-3.586, 0.755, -1.678], [-2.907, 1.087, -2.599], [-1.737, 1.123, -0.159], [0.295, 2.200, -1.415]],
  "lowdin_charge": [-0.419, 0.746, -0.711, 0.596, -0.517, -0.294, -0.710, 0.137, 0.149, 0.143, 0.193, -0.418, 0.101, -0.661, 1.664]
}



Record 10
{
  "formula": "C2F2NO3S",
  "method": "ωB97M-V with the def2-TZVPD basis set",
  "charge": -1,
  "max_force_ha_per_bohr": 0.1216,
  "homo_ev": [-5.18, -2.84],
  "symbols": ["C", "C", "N", "O", "O", "O", "F", "F", "S"],
  "positions_angstrom": [[-2.187, -1.245, 0.224], [-1.850, -0.142, -0.440], [-2.481, -2.300, 0.522], [2.462, -0.298, 1.273], [3.242, 0.502, -0.925], [1.670, 1.867, 0.441], [-2.563, 1.008, -0.382], [-0.499, 0.060, -0.873], [2.207, 0.547, 0.160]],
  "nbo_charge": [0.064, 0.682, -0.225, -0.997, -1.002, -1.001, -0.286, -0.291, 2.057]
}



Record 11
{
  "formula": "C2F3N",
  "method": "ωB97M-V with the def2-TZVPD basis set",
  "charge": 0,
  "max_force_ha_per_bohr": 0.0690,
  "homo_ev": -11.98,
  "symbols": ["C", "C", "N", "F", "F", "F"],
  "positions_angstrom": [[-1.323, 0.096, -0.466], [1.104, -0.399, 0.030], [-1.573, 0.714, -1.384], [-1.163, -0.654, 0.597], [1.585, 0.892, -0.057], [1.369, -0.649, 1.279]],
  "nbo_charge": [0.609, 0.681, -0.367, -0.252, -0.355, -0.316]
}



Record 12
{
  "formula": "C2F3NO",
  "method": "ωB97M-V with the def2-TZVPD basis set",
  "charge": 0,
  "max_force_ha_per_bohr": 0.1536,
  "smiles": "O=C(F)N=C(F)F",
  "homo_ev": [-10.80, -10.81],
  "symbols": ["C", "C", "N", "O", "F", "F", "F"],
  "positions_angstrom": [[1.222, 0.145, -0.367], [-1.316, -0.253, 0.244], [-0.117, -0.819, -0.230], [-2.400, -0.254, -0.239], [2.327, -0.511, -0.520], [1.375, 1.427, -0.400], [-1.091, 0.266, 1.513]],
  "nbo_charge": [1.040, 0.913, -0.587, -0.507, -0.251, -0.247, -0.361]
}



Record 13
{
  "formula": "C2F3NO3",
  "method": "ωB97M-V with the def2-TZVPD basis set",
  "charge": 0,
  "max_force_ha_per_bohr": 0.0500,
  "smiles": "O=C(F)C(F)(F)[N+](=O)[O-]",
  "homo_ev": -11.84,
  "symbols": ["C", "C", "N", "O", "O", "O", "F", "F", "F"],
  "positions_angstrom": [[-1.311, 0.195, 0.316], [0.072, 0.413, -0.475], [1.255, -0.533, 0.217], [-2.171, 0.967, 0.395], [1.338, -1.648, -0.254], [1.740, -0.045, 1.194], [-1.339, -1.019, 0.821], [-0.118, -0.022, -1.738], [0.533, 1.691, -0.476]],
  "nbo_charge": [0.808, 0.642, 0.503, -0.451, -0.321, -0.318, -0.293, -0.286, -0.283]
}



Record 14
{
  "formula": "C2F3NO3S2Sn",
  "method": "ωB97M-V with the def2-TZVPD basis set",
  "spin_multiplicity": 2,
  "charge": -1,
  "max_force_ha_per_bohr": 0.0780,
  "s_squared": 0.75,
  "homo_ev": [-1.17, -4.31],
  "symbols": ["N", "S", "S", "C", "F", "F", "F", "O", "C", "O", "O", "Sn"],
  "positions_angstrom": [[-0.891, -1.228, -1.256], [0.563, -1.161, -2.251], [-1.022, -0.188, -0.109], [-0.898, 1.601, -0.817], [0.324, 2.101, -0.953], [-1.505, 1.642, -1.999], [-1.574, 2.398, 0.020], [-0.127, -1.529, 2.978], [0.793, -1.345, 2.260], [1.847, -1.755, 1.849], [0.416, -0.062, 0.696], [2.074, -0.473, -0.417]],
  "nbo_charge": [-0.990, -0.229, 1.249, 0.754, -0.313, -0.325, -0.343, -0.563, 1.036, -0.591, -1.074, 0.389]
}



Record 15
{
  "formula": "C2F3P",
  "method": "ωB97M-V with the def2-TZVPD basis set",
  "charge": 0,
  "max_force_ha_per_bohr": 0.0299,
  "homo_ev": [-9.60, -9.59],
  "symbols": ["C", "C", "F", "F", "F", "P"],
  "positions_angstrom": [[0.507, 0.904, -0.411], [-1.210, -0.545, 0.460], [1.570, 1.290, 0.251], [-1.966, 0.402, 0.000], [1.144, -1.775, 0.269], [0.187, -0.827, -0.647]],
  "nbo_charge": [0.059, 0.116, -0.298, -0.288, -0.556, 0.968]
}



Record 16
{
  "formula": "C2F5LaNO4S2",
  "method": "ωB97M-V with the def2-TZVPD basis set",
  "charge": 1,
  "max_force_ha_per_bohr": 0.1013,
  "homo_ev": [-10.72, -10.72],
  "symbols": ["La", "N", "S", "O", "O", "C", "F", "F", "S", "O", "O", "C", "F", "F", "F"],
  "positions_angstrom": [[0.600, 3.461, 0.440], [-0.281, -0.272, -0.150], [1.307, 0.002, -0.714], [1.312, -0.497, -2.085], [1.536, 1.486, -0.534], [2.688, -0.801, 0.270], [2.283, -0.681, 1.578], [2.550, -2.143, 0.014], [-1.170, 0.950, 0.460], [-0.421, 1.493, 1.661], [-1.281, 2.136, -0.476], [-2.032, -1.037, -0.071], [-1.682, -1.637, 1.082], [-3.008, -1.964, -0.232], [-2.402, -0.495, -1.243]],
  "lowdin_charge": [2.339, -0.318, 0.720, -0.280, -0.610, -0.350, -0.060, -0.029, 0.724, -0.559, -0.580, -0.395, 0.137, 0.138, 0.123]
}



Record 17
{
  "formula": "C2F6KNO4S2",
  "method": "ωB97M-V with the def2-TZVPD basis set",
  "charge": 0,
  "max_force_ha_per_bohr": 0.0437,
  "homo_ev": -10.11,
  "symbols": ["K", "C", "F", "F", "F", "S", "O", "O", "N", "S", "O", "O", "C", "F", "F", "F"],
  "positions_angstrom": [[1.895, -1.955, -0.932], [-1.819, -1.354, -0.725], [-1.157, -0.750, -1.718], [-3.093, -0.998, -0.791], [-1.725, -2.670, -0.905], [-1.133, -0.868, 0.953], [-1.949, 0.118, 1.566], [-1.091, -2.133, 1.613], [0.429, -0.445, 0.555], [0.439, 1.157, 0.604], [-0.593, 1.703, -0.235], [0.661, 1.713, 1.871], [1.986, 1.562, -0.289], [1.932, 1.092, -1.558], [2.181, 2.861, -0.335], [3.033, 0.965, 0.324]],
  "nbo_charge": [0.983, 0.719, -0.325, -0.297, -0.317, 2.202, -0.873, -0.941, -1.292, 2.248, -0.936, -0.910, 0.704, -0.345, -0.285, -0.334]
}



Record 18
{
  "formula": "C2F6N7",
  "method": "ωB97M-V with the def2-TZVPD basis set",
  "charge": -1,
  "max_force_ha_per_bohr": 0.0653,
  "homo_ev": [-5.61, -6.01],
  "symbols": ["C", "C", "N", "N", "N", "N", "N", "N", "N", "F", "F", "F", "F", "F", "F"],
  "positions_angstrom": [[1.105, -0.022, 0.283], [-0.220, 0.565, 0.106], [2.575, -0.946, 1.391], [1.408, -0.529, 1.508], [2.123, -0.158, -0.536], [3.029, -0.761, 0.138], [-0.929, -1.435, -1.118], [-0.639, 1.440, -0.782], [-1.144, 0.478, 1.194], [-1.295, -1.146, -2.421], [-1.986, -2.094, -0.525], [0.153, 1.602, -1.788], [-0.406, 3.025, 0.162], [-2.379, 0.866, 0.912], [-1.393, -0.887, 1.477]],
  "nbo_charge": [0.081, 0.314, -0.134, -0.264, -0.273, -0.148, 0.442, 0.126, 0.324, -0.229, -0.220, -0.172, -0.425, -0.183, -0.237]
}